# 1
44
Properties=species:S:1:pos:R:3:forces:R:3 method="wB97M-V/def2-TZVPD" homo_ev=-11.46 gap_ev=2.50 e_lumo_ev=-8.96 charge=+1
O 4.316 0.446 2.325 0.2 1.0 0.2
S 4.817 -0.172 1.150 -0.6 -0.9 0.3
O 4.641 -1.583 1.052 0.2 -0.7 -0.4
Cl 6.836 0.162 1.093 -0.4 0.2 -0.3
C 4.118 0.539 -0.341 0.4 1.2 -0.5
C 3.616 1.995 -0.164 0.3 -0.4 -0.5
C 2.132 2.198 -0.528 0.0 0.7 0.6
C 1.203 2.307 0.730 0.8 -0.4 0.2
C 0.144 1.261 0.772 0.6 0.6 0.1
C -1.155 1.512 0.435 -1.2 1.2 -0.2
B -1.664 2.940 -0.080 -0.4 -0.3 -0.1
O -2.446 2.975 -1.210 0.7 0.0 -0.1
O -1.392 4.100 0.563 0.4 -0.1 -0.3
C -2.119 0.493 0.532 1.6 0.3 0.1
F -3.371 0.768 0.223 -0.6 0.0 -0.1
C -1.800 -0.776 0.935 -1.9 -1.7 0.5
C -2.864 -1.818 0.974 0.1 0.0 -0.1
C -2.805 -2.527 -0.429 0.8 0.1 0.5
C -1.988 -3.825 -0.422 -0.4 0.3 -0.5
F -0.891 -3.668 -1.259 0.1 0.0 -0.1
C -0.476 -1.116 1.267 -0.1 2.2 -0.6
N 0.002 -2.270 1.641 0.6 -1.1 0.4
S 1.603 -2.060 1.857 -0.7 0.0 -0.1
N 1.677 -0.513 1.493 1.4 0.5 0.0
C 0.490 -0.057 1.172 -0.4 -1.4 0.2
H 4.907 0.523 -1.093 0.1 -0.2 0.1
H 3.316 -0.094 -0.713 0.1 -0.4 0.5
H 3.859 2.319 0.847 -0.3 0.2 0.0
H 4.203 2.619 -0.838 0.1 0.0 0.1
H 1.758 1.454 -1.234 0.2 -0.1 0.0
H 2.074 3.158 -1.041 -0.1 -0.1 -0.1
H 0.815 3.313 0.848 -0.3 -0.1 -0.2
H 1.847 2.133 1.596 -0.1 0.0 0.0
H -2.278 2.184 -1.732 -0.4 0.0 -0.2
H -1.468 4.811 -0.088 -0.3 0.3 0.4
H -3.849 -1.398 1.163 0.0 0.1 -0.1
H -2.637 -2.512 1.782 -0.1 -0.2 -0.2
H -3.823 -2.652 -0.815 -0.3 -0.1 0.0
H -2.276 -1.860 -1.108 -0.3 0.0 -0.2
H -2.593 -4.625 -0.850 0.2 -0.3 0.3
H -1.600 -4.065 0.564 -0.1 -0.1 0.0
O -6.405 -2.916 -4.033 1.9 1.5 -0.7
V -4.962 -2.267 -3.557 0.1 -1.1 2.4
O -3.515 -1.434 -3.481 -1.8 -0.3 -1.5

***

# 2
21
Properties=species:S:1:pos:R:3:forces:R:3 method="wB97M-V/def2-TZVPD" s2=0.756 homo_ev="-6.75 / -8.43" gap_ev="5.57 / 7.24" multiplicity=2 e_lumo_ev="-1.18 / -1.18"
C 0.905 -0.008 -1.149 0.6 -0.6 -0.4
C 1.972 -0.091 -0.098 -0.1 0.4 0.5
O 1.712 -1.217 0.731 -0.8 0.2 -0.5
C 2.592 -1.496 1.706 1.8 -1.0 0.7
O 2.401 -2.564 2.339 -0.3 -0.1 0.5
O 3.608 -0.776 1.869 0.0 0.5 0.2
O 1.146 1.062 -1.975 -0.5 0.0 -0.7
Na 4.452 -2.369 3.894 -1.0 0.4 -1.2
H -0.884 0.018 -0.697 -3.7 0.5 1.0
H 1.985 0.832 0.506 0.1 -0.2 -0.2
H 2.965 -0.198 -0.560 -0.2 0.1 0.0
H 0.650 0.987 -2.817 0.3 0.0 0.9
H 0.638 -0.959 -1.631 0.1 0.3 0.1
C -2.278 -0.071 -0.366 3.4 -1.0 -0.6
C -3.221 1.089 -0.494 0.2 0.5 -0.3
O -2.984 2.001 0.575 0.1 0.0 0.1
H -2.566 -0.903 -1.018 -0.1 0.2 0.0
H -2.235 -0.472 0.655 -0.1 0.3 -0.2
H -4.268 0.742 -0.451 0.3 -0.1 0.0
H -3.085 1.592 -1.466 0.0 -0.1 0.2
H -3.503 2.800 0.446 0.0 -0.1 -0.1

***

# 3
64
Properties=species:S:1:pos:R:3:forces:R:3 method="wB97M-V/def2-TZVPD" homo_ev=-10.70 gap_ev=4.95 e_lumo_ev=-5.74 charge=+1
C -0.660 -0.889 -3.415 -0.7 0.2 0.1
C 0.551 -0.089 -3.152 0.9 -0.2 -1.3
C 1.871 -0.404 -3.476 -0.2 0.2 0.3
C 2.861 0.648 -3.597 0.8 0.2 0.1
C 2.476 2.093 -3.683 0.1 0.2 0.1
C 4.209 0.330 -3.710 -0.5 0.5 0.0
C 4.662 -0.995 -3.734 0.1 0.3 0.2
C 6.128 -1.303 -3.772 -0.1 -0.3 -0.1
C 3.707 -2.011 -3.720 -0.4 -0.3 0.0
C 2.348 -1.759 -3.631 0.3 -0.5 -0.4
C 1.433 -2.937 -3.709 0.1 -0.5 0.1
H -1.525 -0.208 -3.393 0.2 -0.3 0.0
H -0.644 -1.388 -4.395 0.2 0.1 0.4
H -0.853 -1.655 -2.654 0.2 0.1 -0.1
H 0.325 0.923 -2.835 0.3 0.1 0.1
H 3.387 2.702 -3.689 -0.3 0.0 0.0
H 1.911 2.308 -4.601 0.1 -0.1 0.2
H 1.861 2.398 -2.833 0.0 0.1 -0.1
H 4.943 1.138 -3.781 -0.3 -0.3 0.0
H 6.285 -2.385 -3.787 0.1 0.2 0.0
H 6.612 -0.885 -4.662 -0.2 0.1 0.1
H 6.641 -0.884 -2.898 -0.2 0.0 -0.1
H 4.057 -3.042 -3.786 -0.2 0.3 0.0
H 2.035 -3.853 -3.786 -0.3 0.3 0.0
H 0.816 -3.017 -2.806 0.0 -0.1 -0.2
H 0.777 -2.892 -4.591 0.2 0.0 0.3
O -0.852 1.773 1.346 0.7 -0.4 -0.5
C -1.586 0.858 2.148 -0.1 0.2 -0.1
C -2.366 1.731 3.120 -0.2 0.0 0.0
C -2.742 2.993 2.661 -0.3 0.4 0.6
C -3.441 3.859 3.516 0.1 -0.4 -0.2
C -3.794 3.447 4.804 0.1 0.0 -0.2
C -3.444 2.170 5.244 0.1 -0.1 -0.2
C -2.724 1.311 4.411 0.0 0.3 -0.4
C -2.495 -0.003 1.254 -0.4 0.4 0.3
C -2.103 -0.390 -0.032 -0.5 -0.2 -0.1
C -2.965 -1.173 -0.810 0.1 0.2 0.4
C -4.210 -1.563 -0.315 0.2 0.0 0.1
C -4.587 -1.193 0.975 0.2 0.2 0.1
C -3.734 -0.411 1.759 0.1 -0.3 -0.5
C -0.635 -0.115 2.851 0.0 -0.2 0.6
C 0.305 0.491 3.929 -0.4 0.2 -0.8
C 1.553 -0.398 3.835 0.1 0.0 0.2
C 1.492 -1.105 2.464 0.2 -0.2 -0.1
N 0.274 -0.620 1.841 0.4 0.5 -0.2
H -0.118 1.269 0.928 -0.5 0.2 0.7
H -2.460 3.314 1.654 -0.2 -0.1 0.5
H -3.708 4.849 3.147 0.0 -0.2 0.2
H -4.343 4.123 5.463 0.2 -0.2 -0.2
H -3.728 1.827 6.237 0.1 0.2 -0.2
H -2.429 0.315 4.752 -0.2 0.4 0.0
H -1.130 -0.082 -0.434 -0.4 0.0 0.1
H -2.662 -1.461 -1.810 -0.2 0.0 0.1
H -4.875 -2.157 -0.933 0.0 0.1 0.1
H -5.548 -1.488 1.384 0.1 0.0 -0.2
H -4.018 -0.113 2.768 0.0 -0.1 -0.3
H -1.238 -0.928 3.313 0.2 0.3 -0.2
H 0.546 1.528 3.640 -0.1 -0.3 0.1
H -0.180 0.523 4.915 0.4 -0.1 -0.4
H 2.455 0.207 3.917 0.0 -0.1 0.1
H 1.562 -1.127 4.645 0.1 0.0 0.0
H 2.343 -0.820 1.840 0.1 -0.2 0.1
H 1.496 -2.203 2.563 0.1 0.2 0.1
H -0.129 -1.184 1.107 0.0 -0.3 0.4

***

# 4
108
Properties=species:S:1:pos:R:3:forces:R:3 method="wB97M-V/def2-TZVPD" homo_ev=-8.86 gap_ev=9.19 smiles="COCCNCCOC.COCCNCCOC.COCCNCCOC.O=C1CCCO1.O=C1CCCO1.O=C1CCCO1" e_lumo_ev=0.33
C -10.156 -4.856 22.672 1.2 -0.5 0.8
O -9.593 -5.805 23.587 -0.1 0.7 -0.2
C -9.164 -7.069 23.134 0.6 0.0 1.0
C -8.240 -7.129 21.926 -1.1 -0.6 -0.4
N -7.911 -8.531 21.703 0.2 0.4 -0.5
C -7.320 -8.819 20.354 -1.5 -0.7 2.2
C -6.011 -8.136 20.082 0.2 -1.4 0.4
O -5.956 -7.586 18.838 0.6 0.0 -2.3
C -5.719 -8.634 17.852 0.8 2.7 -0.3
H -10.802 -5.336 21.959 -0.9 0.0 -0.1
H -9.382 -4.365 22.098 0.5 0.1 -0.3
H -10.568 -4.085 23.324 -0.6 -0.2 -0.4
H -10.015 -7.762 23.001 0.3 0.2 0.0
H -8.523 -7.372 24.013 -0.8 -0.4 -0.8
H -7.429 -6.459 22.023 1.4 0.7 0.7
H -8.675 -6.770 21.015 -1.0 0.2 -0.6
H -7.351 -8.793 22.490 0.6 -0.7 0.1
H -8.130 -8.453 19.715 0.5 -0.2 -0.5
H -7.258 -9.914 20.328 0.0 0.2 -0.4
H -5.163 -8.863 20.129 -0.4 0.5 0.9
H -5.967 -7.339 20.781 0.7 0.8 0.8
H -4.915 -9.273 18.222 -0.2 -0.3 -0.1
H -5.312 -8.049 16.981 -0.7 -1.0 0.5
H -6.658 -9.123 17.652 -0.1 -0.5 -0.3
C -2.636 -4.816 14.884 0.9 -0.6 -0.2
O -2.283 -3.632 15.510 1.0 1.5 0.9
C -2.930 -3.424 16.763 -2.7 0.6 -1.8
C -2.427 -2.200 17.470 1.3 0.9 -0.3
N -3.369 -1.619 18.421 0.0 -0.8 -0.3
C -2.839 -0.947 19.602 1.0 -0.9 -1.2
C -3.919 -0.586 20.546 -1.7 -0.2 -0.1
O -4.903 0.273 19.952 0.4 0.3 0.0
C -6.046 0.464 20.798 0.1 -0.3 0.0
H -1.774 -5.218 14.292 -0.6 0.3 0.7
H -3.461 -4.729 14.209 -0.8 0.4 -0.5
H -2.937 -5.445 15.694 -0.1 -1.5 0.1
H -2.924 -4.284 17.386 0.4 -1.1 0.6
H -4.045 -3.288 16.499 1.2 0.1 0.6
H -2.090 -1.524 16.653 -0.3 0.1 0.4
H -1.489 -2.430 17.998 -0.2 -0.1 0.0
H -4.041 -1.058 17.943 -0.5 0.4 -0.2
H -2.186 -0.100 19.394 -0.1 0.5 -0.3
H -2.145 -1.698 20.021 -0.4 0.3 0.5
H -3.516 -0.107 21.402 0.4 0.5 1.1
H -4.444 -1.490 20.865 0.0 -0.2 0.2
H -6.625 -0.509 20.764 -0.1 1.4 -0.1
H -6.553 1.445 20.514 0.3 -1.7 0.0
H -5.749 0.582 21.850 0.2 0.0 -0.1
C -3.279 -3.553 26.444 1.1 -2.2 -1.0
O -4.506 -4.252 26.463 -0.7 0.3 -0.5
C -4.394 -5.611 26.118 0.5 -0.8 1.5
C -5.573 -6.447 26.660 -1.3 1.8 0.1
N -5.859 -6.102 28.079 -0.2 0.9 0.2
C -7.271 -6.251 28.494 0.9 0.7 -0.3
C -7.401 -6.027 29.986 -0.3 -2.1 -0.1
O -8.752 -6.330 30.332 0.6 -0.7 -0.4
C -9.207 -5.796 31.548 -1.2 -1.1 -0.7
H -3.467 -2.513 26.426 -0.1 1.0 0.6
H -2.684 -3.778 25.522 -0.6 0.2 0.1
H -2.620 -3.986 27.216 -0.2 0.8 0.3
H -3.537 -6.030 26.651 0.4 0.1 0.3
H -4.100 -5.764 25.084 -0.7 0.1 -0.5
H -5.329 -7.482 26.633 0.4 -0.9 -0.2
H -6.507 -6.327 26.066 0.5 0.2 0.0
H -5.653 -5.113 28.269 0.4 -0.6 -0.6
H -7.587 -7.234 28.203 -0.3 -0.7 0.3
H -7.957 -5.565 28.036 -0.4 0.6 -0.9
H -7.236 -5.057 30.384 0.8 1.3 -0.2
H -6.627 -6.733 30.357 -0.6 0.3 0.8
H -9.515 -4.761 31.413 0.0 0.2 0.4
H -8.560 -5.991 32.357 1.4 0.4 0.9
H -10.033 -6.458 31.835 -0.5 0.6 -0.3
O -4.871 -1.052 24.020 -1.0 -0.2 1.0
C -5.797 -1.450 24.709 0.5 -0.6 -2.9
C -6.920 -2.391 24.238 -0.7 0.9 0.5
C -7.835 -2.554 25.466 0.7 0.3 -0.9
C -6.993 -1.927 26.608 -1.1 -1.2 0.3
O -5.886 -1.223 25.994 -0.5 0.1 1.9
H -7.586 -2.030 23.444 1.0 0.3 -0.2
H -6.425 -3.259 23.871 0.2 -0.8 -0.1
H -8.762 -2.054 25.180 0.1 0.5 0.8
H -8.149 -3.571 25.603 0.3 -0.6 0.5
H -7.646 -1.269 27.180 0.6 0.5 0.0
H -6.636 -2.731 27.306 0.2 0.9 -0.8
O -6.944 -4.567 14.580 -0.7 -0.3 0.5
C -7.532 -4.775 15.616 1.4 1.7 0.4
C -7.673 -3.835 16.816 0.8 2.4 -0.2
C -8.674 -4.460 17.729 1.4 -1.7 0.7
C -8.444 -5.922 17.389 -0.5 -0.3 -1.2
O -8.034 -5.925 15.991 -0.7 -1.5 -0.4
H -6.675 -3.604 17.276 -0.7 -0.8 -0.3
H -7.987 -2.819 16.555 0.0 -0.2 -0.5
H -8.490 -4.298 18.772 0.3 0.3 0.6
H -9.670 -4.191 17.556 -1.5 0.5 -0.6
H -7.643 -6.420 17.880 0.7 0.0 0.9
H -9.296 -6.581 17.410 -0.5 0.0 0.2
O -6.748 -3.291 20.769 0.2 -0.3 -0.5
C -5.808 -4.027 20.882 -0.3 -0.2 2.0
C -4.815 -4.545 19.881 -1.1 1.8 -0.2
C -3.703 -5.108 20.681 0.7 -2.0 0.3
C -4.144 -5.114 22.170 -1.8 0.5 -1.0
O -5.526 -4.552 22.152 0.9 -0.4 -1.2
H -5.390 -5.246 19.295 0.1 -0.4 -0.5
H -4.512 -3.655 19.287 -0.2 -0.7 0.0
H -3.429 -6.112 20.336 -0.3 -0.1 0.2
H -2.806 -4.572 20.477 0.7 0.8 0.4
H -4.177 -6.073 22.709 0.1 0.3 -0.5
H -3.631 -4.378 22.726 1.0 0.5 0.8

***

# 5
37
Properties=species:S:1:pos:R:3:forces:R:3 method="wB97M-V/def2-TZVPD" homo_ev=-7.03 gap_ev=3.59 e_lumo_ev=-3.44
C 1.413 -3.568 -1.449 0.2 -0.2 0.0
C 0.388 -2.437 -1.443 -0.1 0.6 0.5
N -0.722 -2.667 -0.697 -0.1 -1.1 -0.8
C -1.975 -2.320 -1.109 0.1 1.2 0.2
C -2.981 -3.450 -1.358 0.1 -0.2 0.0
O -2.406 -1.161 -1.240 0.3 -0.1 0.2
O 0.681 -1.404 -2.072 -0.4 -0.1 -0.2
H 0.941 -4.554 -1.428 0.0 0.2 0.1
H 2.034 -3.495 -2.348 -0.1 0.1 0.2
H 2.067 -3.485 -0.572 -0.1 0.0 -0.1
H -2.501 -4.430 -1.405 0.0 0.2 0.1
H -3.728 -3.468 -0.552 0.2 0.1 -0.2
H -3.522 -3.277 -2.300 0.2 0.1 0.3
F 0.419 2.388 4.837 -0.8 -0.4 -1.0
C -0.357 1.871 3.826 0.9 0.1 0.3
C -1.662 1.498 4.128 -0.3 -0.2 -0.5
C -2.414 0.960 3.079 -0.8 -0.1 0.5
F -3.726 0.635 3.317 1.4 0.3 -0.2
C -1.896 0.725 1.824 0.7 0.0 -0.6
C -0.544 1.087 1.528 -0.3 0.1 1.6
C -0.091 0.850 0.199 0.0 1.0 -0.7
C 0.989 1.482 -0.496 0.4 0.1 -0.4
C 0.933 1.499 -1.927 -0.5 -0.7 0.8
C 1.948 2.039 -2.684 0.7 0.4 -0.2
C 3.076 2.623 -2.085 -1.0 -0.5 0.3
C 3.101 2.669 -0.688 0.4 -0.1 0.4
F 4.200 3.222 -0.085 -0.9 -0.4 -0.4
C 2.110 2.124 0.110 0.2 0.0 -0.4
C 0.221 1.701 2.574 -0.8 -0.3 0.1
H -2.078 1.611 5.127 0.1 0.0 -0.3
H -2.494 0.282 1.032 0.0 -0.1 0.1
H -0.776 0.258 -0.421 0.1 -0.2 -0.1
H 0.069 1.043 -2.401 0.2 -0.1 0.0
H 1.895 1.977 -3.767 0.0 0.1 0.2
H 3.902 3.005 -2.671 0.0 0.0 0.1
H 2.242 2.159 1.181 0.3 0.0 -0.4
H 1.242 2.008 2.438 -0.2 0.0 0.3

***

# 6
95
Properties=species:S:1:pos:R:3:forces:R:3 method="wB97M-V/def2-TZVPD" s2=2.008 homo_ev="-8.46 / -9.54" gap_ev="8.93 / 9.73" multiplicity=3 e_lumo_ev="0.47 / 0.19"
C -1.037 -4.698 -1.243 0.1 0.0 0.0
N -0.908 -4.403 -2.673 0.4 -0.3 0.3
C 0.355 -3.707 -2.960 -0.6 -0.2 -0.1
C 0.242 -2.641 -4.014 0.9 0.3 0.2
O -0.210 -3.054 -5.330 -0.1 0.1 0.1
S -0.210 -1.708 -6.204 0.0 -0.1 -0.1
O 1.042 -1.577 -6.859 0.1 0.1 -0.1
O -1.421 -1.650 -6.937 -0.1 -0.1 -0.1
O -0.251 -0.671 -4.994 -0.1 -0.2 0.2
C -0.615 -1.415 -3.768 -0.4 0.0 -0.6
C -2.125 -1.635 -3.756 0.0 0.0 0.5
C -2.706 -1.546 -2.335 -0.3 0.0 -0.2
C -3.894 -2.492 -2.132 0.2 0.0 -0.2
C -4.860 -2.047 -1.032 0.1 -0.3 0.4
O -6.181 -1.760 -1.511 0.1 0.1 -0.4
C -6.840 -2.812 -2.095 0.0 -0.1 0.2
C -7.272 -3.901 -1.140 0.0 -0.1 -0.3
O -7.072 -2.824 -3.268 -0.1 0.1 0.1
H -0.172 -5.234 -0.831 0.0 0.0 0.0
H -1.146 -3.767 -0.682 0.0 0.0 0.0
H -1.923 -5.310 -1.075 0.0 0.0 0.0
H -0.845 -5.309 -3.123 -0.3 0.1 -0.3
H 0.689 -3.179 -2.061 0.1 0.0 0.0
H 1.161 -4.398 -3.226 0.0 0.0 0.0
H 1.260 -2.274 -4.191 0.1 0.0 0.4
H -0.306 -0.832 -2.902 0.3 0.2 -0.2
H -2.379 -2.595 -4.202 0.1 0.0 0.0
H -2.569 -0.858 -4.377 0.0 0.0 0.0
H -1.931 -1.741 -1.588 0.0 0.0 0.1
H -3.072 -0.527 -2.175 0.2 0.1 0.1
H -4.433 -2.559 -3.080 -0.1 0.1 0.1
H -3.518 -3.498 -1.932 0.0 0.0 0.0
H -4.923 -2.797 -0.236 0.0 0.0 0.0
H -4.516 -1.129 -0.559 -0.1 0.1 -0.1
H -8.060 -4.477 -1.617 0.0 0.0 0.0
H -7.618 -3.493 -0.194 0.1 0.0 0.0
H -6.436 -4.581 -0.963 0.0 0.1 0.1
C 5.820 -2.084 0.768 -0.1 0.0 0.1
C 4.906 -1.701 -0.402 0.5 -0.4 0.3
C 5.321 -0.353 -1.001 -0.1 0.2 -0.1
C 4.964 0.842 -0.119 0.0 -0.1 0.0
C 3.478 0.830 0.236 0.1 0.1 -0.2
C 3.021 -0.484 0.875 -0.1 0.0 0.8
N 3.467 -1.635 0.019 0.1 0.9 -0.7
O 2.676 -1.816 -0.972 -0.3 -0.5 -0.1
C 3.557 -0.593 2.311 0.1 -0.1 0.0
C 1.501 -0.520 0.977 -0.2 0.1 -0.1
C 5.056 -2.802 -1.445 -0.1 0.0 -0.1
H 5.906 -1.321 1.534 0.0 0.0 0.0
H 5.472 -3.005 1.239 0.0 0.0 0.0
H 6.825 -2.259 0.383 0.0 0.0 0.0
H 4.829 -0.235 -1.971 -0.1 -0.1 0.0
H 6.396 -0.380 -1.193 0.0 0.0 0.0
H 5.578 0.848 0.785 0.0 0.0 0.0
H 5.199 1.766 -0.652 0.0 0.0 0.0
H 3.240 1.645 0.924 0.0 0.0 0.0
H 2.895 1.002 -0.674 0.0 -0.1 0.0
H 3.480 -1.616 2.681 0.0 0.0 0.0
H 2.955 0.045 2.957 0.0 0.0 0.0
H 4.586 -0.261 2.422 0.0 0.0 0.0
H 1.020 -0.358 0.015 0.0 0.0 0.0
H 1.172 0.271 1.653 0.0 0.0 0.0
H 1.158 -1.476 1.377 0.0 0.0 0.0
H 4.698 -3.757 -1.059 0.0 0.0 0.0
H 6.114 -2.904 -1.692 0.0 0.0 0.0
H 4.513 -2.575 -2.359 0.0 0.0 0.0
C 0.034 4.909 5.115 -0.1 0.0 0.0
C 0.236 4.050 3.861 0.1 0.2 0.7
C 0.798 4.888 2.709 -0.1 0.0 -0.2
C -0.226 5.836 2.088 0.0 -0.1 0.1
C -1.479 5.074 1.659 0.2 0.0 -0.1
C -2.102 4.250 2.789 -0.6 0.3 0.4
N -1.043 3.396 3.423 0.5 0.3 -1.0
O -0.817 2.335 2.742 -0.1 -0.4 0.2
C -2.785 5.172 3.812 0.1 0.0 0.1
C -3.187 3.331 2.235 0.0 -0.1 -0.1
C 1.231 2.958 4.242 0.1 -0.1 -0.1
H -0.559 5.802 4.951 0.0 0.0 0.0
H -0.437 4.324 5.906 0.0 0.0 0.0
H 1.009 5.240 5.473 0.0 -0.1 0.0
H 1.168 4.211 1.932 0.0 -0.1 0.0
H 1.661 5.446 3.079 0.0 0.0 0.0
H -0.480 6.636 2.788 0.0 0.0 0.0
H 0.215 6.323 1.217 0.0 0.0 0.0
H -2.236 5.765 1.280 0.0 0.0 0.0
H -1.221 4.403 0.834 0.0 -0.1 0.1
H -2.988 4.640 4.742 0.0 0.0 0.0
H -3.737 5.506 3.400 0.0 0.0 0.0
H -2.217 6.069 4.040 0.0 0.0 0.0
H -2.812 2.695 1.438 0.0 0.0 0.0
H -3.994 3.946 1.836 0.0 0.0 0.0
H -3.594 2.694 3.021 0.0 0.0 0.0
H 0.819 2.305 5.011 0.0 0.0 0.0
H 2.132 3.432 4.635 0.0 0.0 0.0
H 1.510 2.348 3.387 0.0 0.0 0.0